Entry 1:
{
  "formula": "C16H38FN5O7S2",
  "method": "the ωB97M-V functional and the def2-TZVPD basis",
  "lumo_energy_ev": 0.44,
  "orbital_gap_ha": 0.3491,
  "e_tot_ev": -63377.40844,
  "elements": ["C", "O", "C", "C", "C", "N", "S", "S", "O", "O", "F", "H", "H", "H", "H", "H", "H", "H", "H", "H", "H", "C", "O", "N", "C", "C", "H", "H", "H", "H", "H", "H", "H", "C", "O", "N", "C", "C", "H", "H", "H", "H", "H", "H", "H", "C", "O", "N", "C", "C", "H", "H", "H", "H", "H", "H", "H", "C", "O", "N", "C", "C", "H", "H", "H", "H", "H", "H", "H"],
  "xyz": [[-0.11, -4.45, -3.13], [-0.40, -3.82, -4.37], [-0.71, -2.44, -4.28], [-1.62, -2.00, -3.14], [-3.05, -2.55, -3.15], [-3.23, -3.81, -3.96], [-4.04, -3.42, -5.44], [-4.13, -4.92, -3.09], [-4.59, -5.91, -3.95], [-3.44, -5.29, -1.94], [-5.36, -4.11, -2.60], [0.39, -3.80, -2.42], [0.55, -5.27, -3.35], [-1.03, -4.87, -2.73], [0.22, -1.88, -4.20], [-1.19, -2.15, -5.21], [-1.70, -0.93, -3.23], [-1.18, -2.15, -2.16], [-3.36, -2.74, -2.13], [-3.73, -1.79, -3.51], [-3.35, -4.16, -6.32], [-0.42, 0.56, -1.18], [0.11, 0.19, -2.21], [-0.67, 1.83, -0.86], [-1.31, 2.21, 0.39], [-0.29, 2.87, -1.80], [-0.74, -0.15, -0.40], [-2.25, 2.74, 0.18], [-0.66, 2.87, 0.97], [-1.53, 1.33, 0.98], [-0.80, 2.71, -2.76], [0.78, 2.84, -1.98], [-0.57, 3.84, -1.40], [-0.13, 4.52, 3.66], [-0.25, 3.79, 2.69], [-1.14, 5.01, 4.38], [-0.93, 5.87, 5.53], [-2.50, 4.65, 3.99], [0.86, 4.85, 4.03], [-1.35, 5.41, 6.42], [-1.42, 6.83, 5.37], [0.13, 6.04, 5.69], [-2.62, 3.57, 4.03], [-2.69, 4.99, 2.97], [-3.20, 5.12, 4.67], [3.27, -7.12, -5.18], [4.33, -7.17, -4.57], [2.28, -8.03, -5.07], [1.05, -7.91, -5.82], [2.47, -9.16, -4.18], [3.03, -6.30, -5.88], [0.21, -7.85, -5.12], [0.92, -8.79, -6.46], [1.06, -7.02, -6.44], [2.64, -8.80, -3.16], [3.35, -9.73, -4.48], [1.59, -9.80, -4.20], [2.29, 6.43, 7.23], [1.16, 6.84, 7.47], [3.42, 7.05, 7.58], [4.73, 6.51, 7.26], [3.33, 8.32, 8.29], [2.46, 5.48, 6.70], [5.29, 6.33, 8.18], [5.28, 7.21, 6.63], [4.62, 5.56, 6.73], [2.79, 8.18, 9.23], [2.78, 9.04, 7.69], [4.33, 8.69, 8.50]]
}

***

Entry 2:
{
  "formula": "C16H39CrN3O7",
  "method": "the ωB97M-V functional and the def2-TZVPD basis",
  "lumo_energy_ev": [-5.19, -3.62],
  "s2": 3.843,
  "charge": 1,
  "orbital_gap_ha": [0.2210, 0.2788],
  "spin_multiplicity": 4,
  "e_above_lowest_ev": 2.135,
  "e_tot_ev": -64443.14231,
  "elements": ["Cr", "C", "C", "O", "O", "H", "H", "H", "C", "C", "O", "O", "H", "H", "H", "C", "C", "C", "O", "C", "N", "H", "H", "H", "H", "H", "H", "H", "H", "H", "H", "H", "C", "C", "C", "O", "C", "N", "H", "H", "H", "H", "H", "H", "H", "H", "H", "H", "H", "C", "C", "C", "O", "C", "N", "H", "H", "H", "H", "H", "H", "H", "H", "H", "H", "H"],
  "xyz": [[1.82, 0.76, -1.46], [-1.49, -0.71, 0.26], [-0.38, -0.02, -0.41], [0.12, 1.07, 0.00], [0.30, -0.55, -1.37], [-2.27, -1.03, -0.42], [-1.90, -0.15, 1.10], [-1.04, -1.61, 0.71], [4.06, -1.28, 1.22], [3.30, -0.57, 0.15], [3.15, -0.99, -1.02], [2.79, 0.59, 0.34], [5.06, -1.44, 0.82], [3.62, -2.26, 1.40], [4.12, -0.66, 2.11], [1.97, -2.04, 4.62], [0.89, -0.98, 4.44], [1.21, 0.24, 5.30], [1.39, -0.18, 6.64], [1.25, 0.86, 7.58], [0.68, -0.62, 3.04], [1.85, -2.80, 3.86], [1.87, -2.42, 5.63], [2.97, -1.59, 4.57], [-0.05, -1.37, 4.84], [0.47, 1.06, 5.32], [2.15, 0.64, 4.88], [0.24, 1.27, 7.54], [1.93, 1.69, 7.37], [1.49, 0.44, 8.55], [1.49, -0.21, 2.61], [-0.16, -0.07, 2.97], [1.49, 5.17, -1.50], [1.16, 3.69, -1.53], [0.61, 3.26, -2.86], [0.26, 1.89, -2.73], [-0.88, 1.43, -3.43], [2.38, 2.85, -1.21], [2.22, 5.48, -0.76], [0.57, 5.74, -1.31], [1.84, 5.57, -2.46], [0.46, 3.39, -0.74], [1.40, 3.35, -3.62], [-0.18, 3.94, -3.19], [-1.02, 1.91, -4.40], [-1.77, 1.67, -2.84], [-0.85, 0.35, -3.56], [3.20, 3.24, -1.69], [2.60, 3.14, -0.26], [-2.54, -3.69, -2.33], [-3.24, -3.12, -3.56], [-2.94, -1.65, -3.72], [-3.35, -0.84, -2.63], [-4.74, -0.57, -2.65], [-2.77, -3.76, -4.81], [-1.59, -4.15, -2.58], [-3.11, -4.51, -1.88], [-2.40, -2.94, -1.54], [-4.32, -3.22, -3.50], [-3.31, -1.24, -4.67], [-1.86, -1.52, -3.84], [-5.04, 0.27, -3.28], [-5.00, -0.31, -1.62], [-5.38, -1.42, -2.91], [-3.04, -4.74, -4.82], [-1.76, -3.73, -4.77]]
}

***

Entry 3:
{
  "formula": "C16H39F3O9S6",
  "method": "the ωB97M-V functional and the def2-TZVPD basis",
  "lumo_energy_ev": 0.57,
  "orbital_gap_ha": 0.3288,
  "e_tot_ev": -108811.66838,
  "elements": ["C", "C", "O", "S", "O", "O", "O", "C", "C", "C", "C", "F", "F", "F", "H", "H", "H", "H", "H", "H", "H", "H", "H", "C", "S", "O", "C", "H", "H", "H", "H", "H", "H", "C", "S", "O", "C", "H", "H", "H", "H", "H", "H", "C", "S", "O", "C", "H", "H", "H", "H", "H", "H", "C", "S", "O", "C", "H", "H", "H", "H", "H", "H", "C", "S", "O", "C", "H", "H", "H", "H", "H", "H"],
  "xyz": [[-1.62, 2.89, -0.10], [-1.73, 1.41, 0.24], [-0.51, 0.66, 0.12], [-0.83, -0.79, -0.47], [-0.38, -0.82, -1.82], [-0.38, -1.82, 0.40], [-2.42, -0.71, -0.36], [-2.75, 0.68, -0.59], [-4.19, 1.09, -0.29], [-5.13, -0.09, -0.04], [-6.42, -0.06, -0.85], [-6.74, -1.32, -1.26], [-7.47, 0.37, -0.12], [-6.35, 0.70, -1.96], [-2.30, 3.44, 0.55], [-0.62, 3.27, 0.03], [-1.94, 3.05, -1.13], [-2.06, 1.34, 1.27], [-2.51, 0.87, -1.64], [-4.52, 1.74, -1.08], [-4.16, 1.69, 0.62], [-4.67, -1.06, -0.21], [-5.44, -0.08, 1.00], [1.11, 6.67, 2.38], [-0.22, 7.01, 1.22], [-1.11, 5.83, 1.22], [0.79, 6.91, -0.26], [0.69, 6.64, 3.38], [1.56, 5.70, 2.14], [1.86, 7.46, 2.32], [1.26, 5.92, -0.32], [1.55, 7.69, -0.25], [0.14, 7.05, -1.12], [-10.02, 1.42, 1.56], [-10.36, 2.68, 2.79], [-9.08, 2.97, 3.48], [-11.32, 1.63, 3.88], [-9.39, 1.86, 0.79], [-9.50, 0.58, 2.03], [-10.96, 1.08, 1.11], [-10.72, 0.78, 4.19], [-12.22, 1.29, 3.36], [-11.60, 2.22, 4.75], [4.68, -3.42, 1.85], [3.50, -2.21, 1.25], [3.84, -0.91, 1.90], [2.07, -2.87, 2.10], [5.66, -3.17, 1.46], [4.71, -3.41, 2.94], [4.40, -4.41, 1.49], [2.26, -2.89, 3.18], [1.87, -3.88, 1.74], [1.23, -2.23, 1.89], [6.52, -5.22, -1.74], [6.90, -6.21, -0.30], [6.83, -5.30, 0.87], [8.65, -6.44, -0.67], [5.47, -4.93, -1.68], [7.14, -4.33, -1.75], [6.68, -5.81, -2.64], [9.13, -5.47, -0.76], [8.75, -7.01, -1.60], [9.09, -7.01, 0.15], [7.30, -0.73, -3.29], [6.79, -2.20, -4.18], [7.52, -2.21, -5.48], [5.11, -1.64, -4.53], [8.35, -0.85, -3.02], [7.19, 0.15, -3.93], [6.70, -0.62, -2.39], [5.15, -0.70, -5.08], [4.58, -1.50, -3.59], [4.62, -2.40, -5.12]]
}

***

Entry 4:
{
  "formula": "C16H39GdN14O10P2",
  "method": "the ωB97M-V functional and the def2-TZVPD basis",
  "lumo_energy_ev": [-4.70, -7.92],
  "s2": 16.017,
  "charge": 2,
  "orbital_gap_ha": [0.3264, 0.2080],
  "spin_multiplicity": 8,
  "e_tot_ev": -97968.03033,
  "elements": ["Gd", "N", "C", "C", "C", "C", "N", "C", "N", "N", "C", "O", "O", "H", "H", "H", "H", "H", "H", "H", "H", "H", "H", "H", "H", "H", "H", "N", "C", "C", "P", "O", "O", "O", "P", "O", "O", "O", "H", "H", "H", "H", "H", "H", "H", "H", "N", "N", "C", "N", "N", "N", "O", "O", "H", "H", "H", "H", "H", "C", "N", "C", "C", "N", "H", "H", "H", "H", "H", "H", "C", "N", "C", "C", "N", "C", "H", "H", "H", "H", "H", "H"],
  "xyz": [[-0.13, -0.87, -0.35], [-1.34, 1.14, 1.27], [-1.72, 2.16, 0.26], [-2.58, 3.32, 0.77], [-2.09, 4.19, 1.94], [-1.07, 5.31, 1.62], [0.17, 4.95, 0.94], [1.08, 4.10, 1.41], [2.00, 3.59, 0.59], [1.09, 3.80, 2.71], [-2.47, 1.39, -0.87], [-3.40, 1.91, -1.43], [-1.96, 0.23, -1.13], [-2.21, 0.88, 1.73], [-0.77, 1.58, 2.00], [-0.81, 2.51, -0.23], [-3.53, 2.86, 1.07], [-2.82, 3.96, -0.08], [-1.73, 3.56, 2.75], [-2.96, 4.72, 2.32], [-0.82, 5.83, 2.55], [-1.56, 6.04, 0.98], [0.22, 5.18, -0.04], [1.82, 3.60, -0.40], [2.49, 2.76, 0.91], [0.54, 4.32, 3.36], [1.63, 3.01, 3.07], [1.40, -3.16, 3.77], [2.00, -2.20, 2.79], [3.43, -1.88, 3.18], [1.85, -3.20, 1.19], [3.10, -2.83, 0.28], [1.96, -4.58, 1.76], [0.60, -2.82, 0.46], [1.01, -0.67, 2.54], [-0.49, -1.33, 2.49], [1.07, 0.33, 3.64], [1.37, -0.17, 1.16], [1.57, -4.11, 3.23], [0.39, -3.03, 3.86], [1.83, -3.14, 4.69], [4.02, -2.80, 3.27], [3.45, -1.34, 4.13], [3.89, -1.25, 2.43], [3.85, -3.42, 0.44], [-1.03, -0.94, 3.20], [-0.01, -3.00, -2.37], [-0.79, -2.57, -3.45], [-0.87, -1.25, -3.68], [-1.57, -0.79, -4.70], [-0.17, -0.53, -2.80], [-0.20, 0.80, -2.77], [-0.64, 1.49, -3.69], [0.36, 1.30, -1.78], [0.94, -3.19, -2.64], [-0.41, -3.81, -1.91], [-1.15, -3.23, -4.13], [-2.13, -1.38, -5.28], [-1.63, 0.22, -4.79], [4.98, 1.31, -1.57], [3.92, 0.78, -2.41], [3.94, 1.15, -3.83], [3.00, -0.01, -1.93], [2.16, -0.69, -1.51], [5.95, 0.94, -1.90], [4.82, 1.02, -0.53], [5.00, 2.40, -1.63], [4.84, 0.76, -4.31], [3.93, 2.23, -3.92], [3.06, 0.75, -4.33], [-5.19, -4.24, -1.14], [-4.22, -3.36, -0.50], [-4.45, -2.48, 0.52], [-3.27, -1.85, 0.75], [-2.31, -2.33, -0.12], [-2.93, -3.23, -0.85], [-5.93, -4.56, -0.41], [-4.69, -5.11, -1.53], [-5.71, -3.72, -1.95], [-5.42, -2.37, 0.98], [-3.05, -1.10, 1.48], [-2.50, -3.83, -1.63]]
}